1.
Here is C27H28AsCl3HfN3O3PS8 as an isolated structure from the Open Molecules 2025 dataset. Energies are from the ωB97M-V functional and the def2-TZVPD basis.

Structure (XYZ):
```
75
Properties=species:S:1:pos:R:3:forces:R:3
Hf -2.454 2.061 0.546 0.3752 -0.4949 -0.2574
S -4.735 3.000 0.378 0.2705 0.1009 0.2608
As -3.745 4.785 1.470 -0.3388 0.0873 -0.1667
S -0.385 3.494 0.914 0.0696 -0.0094 0.0009
S -1.860 4.422 -0.227 -0.0404 -0.0423 0.2908
S -4.733 6.470 0.779 0.0032 0.0345 -0.0011
C 0.184 3.176 -2.867 0.0788 0.0545 -0.0189
C 0.148 1.905 -2.053 0.0093 -0.0300 -0.1254
O -1.175 1.542 -1.578 -0.0881 0.2409 -0.0964
P -2.269 0.791 -2.558 -0.1684 0.1181 0.3414
S -3.471 0.138 -1.082 -0.1012 -0.0073 -0.0779
S -2.982 1.858 -3.998 0.0274 -0.1179 0.0467
O -1.338 -0.424 -3.067 0.0285 -0.0973 -0.0612
C -1.295 -0.850 -4.442 -0.0336 0.0035 0.0464
C -0.183 -0.159 -5.197 0.0398 0.0087 -0.0002
H 1.214 3.327 -3.202 -0.0141 0.0193 -0.0036
H -0.118 4.035 -2.271 -0.0186 -0.0183 0.0035
H -0.465 3.111 -3.740 0.0272 0.0026 0.0319
H 0.740 2.003 -1.148 0.0345 0.0020 0.0308
H 0.519 1.059 -2.638 -0.0047 0.0124 0.0351
H -2.257 -0.641 -4.911 -0.0082 -0.0138 0.0063
H -1.145 -1.928 -4.401 0.0130 -0.0257 -0.0087
H -0.365 0.915 -5.227 0.0084 0.0122 0.0026
H -0.146 -0.530 -6.223 -0.0039 -0.0083 0.0157
H 0.787 -0.348 -4.733 -0.0460 0.0318 -0.0476
Cl 5.947 -5.440 -3.519 0.0105 -0.0126 -0.0167
C 4.959 -4.468 -2.473 -0.0018 0.0038 0.0054
C 5.058 -4.619 -1.101 0.0154 -0.0144 -0.0118
C 4.268 -3.834 -0.278 0.0009 -0.0185 0.0573
C 3.377 -2.903 -0.799 0.1204 0.0098 -0.0536
C 2.516 -2.062 0.108 0.0280 0.0653 -0.0108
C 1.095 -2.624 0.129 -0.0476 -0.0827 -0.0172
N 0.172 -1.706 0.756 -0.0403 -0.0353 0.1595
C -0.288 -1.741 2.053 -0.0258 -0.0215 -0.0299
C -1.026 -0.613 2.219 0.0542 0.0905 -0.0311
N -1.017 0.120 1.046 -0.1743 -0.0707 0.0505
C -0.293 -0.578 0.197 0.0559 0.0401 -0.0782
O 3.080 -2.054 1.401 -0.0629 -0.0132 0.0148
C 3.017 -0.828 2.142 0.0333 -0.0087 -0.0365
C 3.405 0.385 1.353 -0.0208 0.0654 0.0155
C 4.621 0.585 0.774 -0.0084 -0.0366 -0.0714
Cl 5.964 -0.486 0.844 0.0220 0.0067 -0.0201
S 4.710 2.054 -0.104 0.0150 0.0345 0.0560
C 3.099 2.452 0.328 -0.0684 -0.0268 0.0055
C 2.529 1.482 1.089 0.0073 -0.0654 0.0393
C 3.310 -2.780 -2.183 0.0078 -0.0128 0.0051
Cl 2.229 -1.619 -2.901 0.0278 -0.0216 0.0095
C 4.089 -3.549 -3.032 -0.0179 0.0164 0.0167
H 5.751 -5.338 -0.686 -0.0044 0.0012 0.0004
H 4.349 -3.922 0.797 -0.0024 0.0119 -0.0337
H 2.477 -1.045 -0.297 -0.0033 -0.0091 0.0006
H 1.088 -3.557 0.693 0.0147 -0.0038 -0.0389
H 0.754 -2.825 -0.887 0.0000 -0.0073 0.0308
H -0.054 -2.554 2.718 -0.0023 0.0185 -0.0070
H -1.548 -0.270 3.092 0.0025 -0.0037 0.0123
H -0.106 -0.336 -0.835 -0.0103 0.0015 0.0148
H 3.710 -0.991 2.967 0.0013 0.0321 0.0331
H 2.018 -0.675 2.557 -0.0336 -0.0228 -0.0008
H 2.642 3.375 0.006 0.0216 -0.0098 -0.0139
H 1.512 1.537 1.459 0.0294 -0.0072 -0.0210
H 4.019 -3.426 -4.102 0.0039 -0.0020 -0.0007
S -2.443 2.110 5.289 -0.0576 -0.0503 0.0549
C -1.809 2.157 3.658 0.0703 0.0311 -0.0220
N -2.726 1.728 2.702 -0.1394 0.2170 -0.3684
C -3.801 1.100 3.314 0.0006 -0.0163 -0.0094
C -4.812 0.373 2.677 0.0576 0.0311 0.0780
C -5.823 -0.198 3.434 -0.0066 -0.0036 -0.0219
C -5.845 -0.073 4.820 -0.0309 -0.0277 0.0181
C -4.835 0.623 5.470 0.0525 0.0323 -0.0278
C -3.823 1.197 4.717 0.0128 -0.0164 -0.0403
H -1.083 2.908 3.395 -0.0282 0.0362 0.0762
H -4.819 0.268 1.601 -0.0050 0.0034 -0.0217
H -6.607 -0.748 2.929 0.0026 0.0044 0.0192
H -6.644 -0.524 5.394 0.0075 0.0081 -0.0118
H -4.834 0.721 6.548 -0.0028 -0.0039 -0.0046
```
Forces are in eV/Å.

As for the total charge: -1. For the largest force on an atom, the calculation gives 0.672 eV/A. The spin multiplicity is 2. The relative energy (zero: lowest compared OMol25 entry of this formula, charge and spin) is 12.4 kcal/mol. As for the total energy: -8627.26380 a.u. The highest occupied orbital energy (alpha / beta) is -2.9 / -4.5 eV.

Here are the Mulliken charges for atoms 1 to 4, given in e:
1 Hf -0.06
2 S -0.25
3 As 0.11
4 S -0.25

=====

2.
Here is a 5-piece molecular cluster, C27H28BN5O11 overall in a non-equilibrium geometry from the Open Molecules 2025 dataset. Energies are from the ωB97M-V functional and the def2-TZVPD basis.

Structure (XYZ):
```
72
Properties=species:S:1:pos:R:3:forces:R:3
N 2.126 -4.306 -0.048 -0.6558 0.2602 0.1478
B 1.639 -3.514 -1.111 0.0021 -0.0604 0.1269
O 1.451 -4.081 -2.364 -0.5952 0.1087 0.0368
N 1.415 -2.060 -0.839 0.2670 -0.6750 -0.6484
C 0.342 -1.455 -1.650 0.3579 0.2972 0.6058
C -1.035 -1.645 -1.048 -0.3511 -0.1300 -0.2823
N -1.494 -3.019 -1.241 0.4298 -0.0607 0.2221
N -0.992 -1.293 0.350 -0.3476 -0.1943 -0.0057
N -1.978 -0.726 -1.702 0.8033 0.0705 -0.1094
C 2.619 -1.352 -1.155 -1.9765 -0.1658 2.8152
O 3.198 -1.469 -2.150 1.9312 -0.2288 -3.5554
O 2.991 -0.476 -0.221 0.8936 0.8306 0.5123
H 1.844 -5.274 -0.067 0.5069 -0.1821 -0.0092
H 2.001 -3.898 0.865 0.1166 -0.1095 0.1351
H 0.580 -4.480 -2.445 0.1825 -0.2170 -0.1666
H 0.504 -0.388 -1.637 0.1080 0.4740 0.0337
H 0.361 -1.752 -2.695 0.0150 -0.3803 -0.2348
H -1.198 -3.395 -2.131 -0.2925 0.1567 -0.2599
H -2.504 -2.996 -1.201 -0.1619 -0.2764 -0.0600
H -1.918 -1.505 0.712 -0.0846 0.2649 0.1623
H -0.366 -1.965 0.775 0.2045 0.1227 0.2293
H -1.792 -0.801 -2.700 -0.2286 -0.0484 -0.1991
H -1.631 0.202 -1.465 -0.3438 0.1937 0.1627
H 3.178 -0.918 0.614 -0.6403 0.0907 0.3481
O -0.323 1.095 -5.398 -0.0107 0.0145 0.0188
C 0.863 1.353 -5.390 -0.0264 -0.0259 0.0120
C 1.406 2.516 -6.136 0.0487 0.0430 -0.0278
C 2.707 2.796 -6.125 -0.0763 0.0128 -0.0171
C 3.671 1.960 -5.364 -0.0175 -0.0011 0.0082
O 4.855 2.219 -5.352 -0.0057 0.0183 -0.0208
C 3.125 0.798 -4.620 0.1001 -0.0627 0.0501
C 1.826 0.520 -4.634 -0.0091 -0.0196 0.0214
H 0.688 3.114 -6.682 -0.0282 -0.0216 0.0097
H 3.122 3.639 -6.662 0.0348 -0.0079 0.0120
H 3.835 0.194 -4.068 0.0000 0.0146 0.0131
H 1.414 -0.325 -4.097 0.0211 -0.0092 -0.0233
O -4.327 -0.146 0.516 -0.1136 0.0371 0.1940
C -5.095 0.476 -0.190 0.1029 -0.0661 -0.0599
C -6.345 1.062 0.354 -0.0323 0.0198 0.0276
C -7.193 1.722 -0.431 0.0102 -0.0343 0.0603
C -6.924 1.901 -1.881 0.0089 0.0479 -0.0794
O -7.699 2.504 -2.591 -0.0121 -0.0171 0.0322
C -5.668 1.323 -2.419 -0.0179 -0.0136 0.1198
C -4.818 0.665 -1.633 -0.0487 0.1225 -0.2055
H -6.527 0.916 1.411 0.0288 -0.0086 0.0027
H -8.113 2.154 -0.057 -0.0085 0.0147 -0.0406
H -5.484 1.473 -3.476 -0.0328 0.0212 -0.0030
H -3.891 0.241 -1.996 -0.1152 -0.0556 0.1262
O -0.128 1.991 5.695 0.0058 -0.0067 -0.1020
C -0.446 2.066 4.522 -0.0981 0.0338 0.0521
C -1.644 1.366 4.006 -0.0168 0.0252 -0.0267
C -1.998 1.455 2.727 -0.0790 -0.0898 -0.0166
C -1.204 2.257 1.762 -0.0078 -0.0907 -0.1083
O -1.526 2.342 0.597 -0.0048 0.0484 0.0123
C -0.001 2.956 2.281 0.0470 0.0123 0.0274
C 0.348 2.868 3.561 0.0336 0.0025 -0.0276
H -2.209 0.785 4.724 0.0282 0.0039 0.0278
H -2.868 0.948 2.326 0.0318 0.0005 -0.0632
H 0.566 3.535 1.563 -0.0193 -0.0171 -0.0310
H 1.220 3.372 3.960 -0.0071 -0.0127 0.0290
O 2.125 -0.499 3.254 -0.0007 -0.0245 -0.1566
C 2.886 -0.557 4.198 0.0738 -0.0052 0.1160
C 4.082 -1.437 4.167 0.0083 0.0121 0.0181
C 4.916 -1.503 5.200 0.0121 -0.0475 -0.0767
C 4.688 -0.699 6.428 0.0230 0.0250 0.0890
O 5.451 -0.760 7.367 -0.0117 -0.0117 -0.0355
C 3.493 0.179 6.457 -0.0347 0.0080 -0.0439
C 2.658 0.246 5.423 -0.0327 0.0478 0.0121
H 4.232 -2.015 3.264 -0.0088 -0.0118 -0.0158
H 5.793 -2.139 5.199 0.0086 0.0155 0.0358
H 3.343 0.757 7.360 0.0211 -0.0101 0.0094
H 1.780 0.883 5.430 0.0872 -0.0715 0.0369
```
Forces are in eV/Å.

For the largest force on an atom, the calculation gives 4.053 eV/A. Its SMILES is NB(O)N(CC(N)(N)N)C(=O)O.O=C1C=CC(=O)C=C1.O=C1C=CC(=O)C=C1.O=C1C=CC(=O)C=C1.O=C1C=CC(=O)C=C1. The spin multiplicity is 1. As for the total energy: -2171.92762 a.u. The highest occupied orbital energy is -9.6 eV.

Here are the Mulliken charges for atoms 1 to 4, given in e:
1 N -0.52
2 B 0.40
3 O -0.59
4 N 0.42

=====

3.
Here is C27H28ClMnOP2 as an isolated structure in a non-equilibrium geometry from the Open Molecules 2025 dataset. Energies are from the ωB97M-V functional and the def2-TZVPD basis.

Structure (XYZ):
```
60
Properties=species:S:1:pos:R:3:forces:R:3
Mn 0.367 1.063 0.146 -0.1346 0.9315 -1.2662
Cl 1.484 1.481 -1.735 -0.3095 0.1574 0.7175
C -1.465 1.251 -0.111 -2.9157 -1.8191 -0.5068
O -2.587 1.043 -0.350 3.1592 1.1963 0.6446
P 0.445 -1.962 -0.392 -0.3470 -1.5030 -0.2764
C 1.581 -2.727 0.741 0.4036 0.2268 0.5961
C -1.153 -2.756 -0.224 -0.4160 0.2049 -0.0228
C 1.050 -2.000 -2.062 0.0235 0.7167 -0.4846
C -1.827 -3.329 -1.314 0.2167 -0.0167 0.0277
C -3.045 -3.978 -1.104 0.0247 0.0715 0.2078
C -3.598 -4.038 0.181 0.2069 0.1751 -0.3776
C -2.958 -3.406 1.251 0.1622 0.0758 0.0954
C -1.737 -2.772 1.057 -0.0046 -0.0237 -0.2032
H -1.380 -3.287 -2.311 -0.2230 -0.0873 0.3129
H -3.566 -4.428 -1.948 0.1554 0.0561 0.2390
H -4.538 -4.563 0.342 0.1967 0.1506 -0.0350
H -3.412 -3.406 2.241 0.1222 -0.0871 -0.2349
H -1.217 -2.300 1.893 -0.1740 -0.1647 -0.0958
C 2.595 -1.968 1.358 -0.3490 -0.3126 0.0146
C 3.419 -2.569 2.307 0.0821 0.1187 -0.0364
C 3.269 -3.928 2.610 -0.2925 -0.0607 -0.1676
C 2.283 -4.689 1.968 0.0915 0.1677 -0.0379
C 1.431 -4.092 1.041 -0.0989 0.1199 -0.0345
H 2.703 -0.913 1.090 0.1548 -0.2193 0.1569
H 4.180 -1.977 2.821 -0.2264 -0.2406 -0.2276
H 3.907 -4.400 3.359 -0.1712 0.2053 -0.2660
H 2.157 -5.749 2.195 0.1034 0.3409 -0.0315
H 0.641 -4.676 0.561 0.2591 0.1484 0.1945
C 2.235 -2.694 -2.368 -0.0206 -0.0801 0.3814
C 2.639 -2.835 -3.693 -0.2150 0.1133 -0.1234
C 1.893 -2.241 -4.719 0.1203 -0.0276 0.3627
C 0.770 -1.465 -4.411 -0.1007 0.0106 0.0334
C 0.342 -1.350 -3.094 0.0527 -0.0454 0.0210
H 2.826 -3.127 -1.560 -0.1313 0.0087 -0.2892
H 3.538 -3.406 -3.925 -0.2608 0.1674 0.0752
H 2.203 -2.367 -5.756 -0.0706 0.0791 0.2846
H 0.230 -0.943 -5.205 0.1597 -0.2484 0.2858
H -0.524 -0.732 -2.855 0.0919 -0.2000 -0.1232
H 0.684 2.691 0.442 0.1890 0.3694 0.4732
H 0.093 -0.648 0.173 0.2388 -0.9520 -0.1594
C 1.483 4.225 2.229 -0.1468 0.0338 -0.1438
P 0.033 3.396 1.568 0.4022 0.6077 0.1754
C -0.888 2.643 2.903 -0.2966 -0.5117 0.0757
C -0.940 4.616 0.675 -0.8267 0.1268 0.6811
C -0.577 4.858 -0.659 0.6331 -1.0685 0.7237
C -1.213 5.860 -1.387 -1.5543 2.0125 -0.5445
C -2.219 6.627 -0.782 0.5984 -0.2461 -0.8540
C -2.629 6.341 0.528 -0.7182 1.2259 -0.9004
C -1.989 5.335 1.262 1.8069 -2.1111 0.5692
H 2.016 3.464 2.803 0.2026 0.2128 0.1160
H 1.170 5.062 2.866 0.1757 -0.2371 -0.0279
H 2.119 4.590 1.409 -0.1503 -0.1079 0.2558
H -1.071 3.361 3.718 0.1956 -0.1033 -0.2619
H -1.845 2.258 2.521 0.2817 0.0550 0.1949
H -0.284 1.810 3.299 -0.2676 0.2661 -0.0077
H 0.203 4.246 -1.120 -0.1047 0.1629 -0.0932
H -0.910 6.050 -2.416 -0.1236 0.0152 0.2151
H -2.687 7.441 -1.333 0.0430 -0.2232 0.1035
H -3.440 6.905 0.992 0.1748 -0.0662 -0.1549
H -2.288 5.102 2.285 -0.0785 0.2324 -0.2466
```
Forces are in eV/Å.

As for the total charge: +3. For the largest force on an atom, the calculation gives 3.474 eV/A. The spin multiplicity is 4. As for the total energy: -3413.64694 a.u. The highest occupied orbital energy (alpha / beta) is -16.6 / -16.6 eV.

Here are the Mulliken charges for atoms 1 to 4, given in e:
1 Mn -0.46
2 Cl -0.38
3 C 0.36
4 O -0.32

=====

4.
Here is C27H28F6N7O3ReS as an isolated structure from the Open Molecules 2025 dataset. Energies are from the ωB97M-V functional and the def2-TZVPD basis.

Structure (XYZ):
```
73
Properties=species:S:1:pos:R:3:forces:R:3
Re 0.623 0.526 -1.060 -0.1881 0.0260 0.6059
C 3.988 -0.338 -2.008 0.0492 0.0360 -0.0117
C 2.890 -0.637 -3.010 -0.0203 0.0672 -0.0311
N 1.727 0.314 -3.008 0.2746 -0.1750 -0.1673
C 0.864 -0.057 -4.194 0.0173 -0.0114 0.0339
C 0.008 -1.296 -4.081 -0.0231 -0.0383 -0.0265
C 2.165 1.704 -3.302 -0.0736 -0.0472 0.0822
C 0.994 2.656 -3.006 -0.0249 0.0015 -0.1736
N 0.051 1.995 -2.072 -0.0052 0.3280 -0.0923
C -1.274 2.506 -2.025 0.0582 -0.1109 -0.0862
C -2.338 1.619 -2.113 -0.0190 -0.0390 -0.1664
F -2.065 0.309 -2.335 -0.0804 0.0436 0.1453
C -3.647 2.047 -2.054 0.0015 -0.0158 0.0040
F -4.622 1.150 -2.158 0.0027 0.0002 0.0114
C -3.931 3.390 -1.899 -0.0288 0.0102 0.0001
C -2.882 4.283 -1.823 0.0368 0.0355 -0.0009
F -3.117 5.578 -1.672 0.0026 -0.0286 -0.0051
C -1.562 3.857 -1.891 0.0351 0.0790 0.1503
F -0.576 4.745 -1.781 -0.0320 -0.0549 -0.0234
H 4.588 -1.235 -1.857 0.0150 0.0028 -0.0609
H 3.599 -0.060 -1.033 -0.0530 -0.0166 0.1213
H 4.665 0.446 -2.347 -0.0342 0.0169 0.0025
H 2.473 -1.628 -2.831 -0.0186 0.0151 0.0220
H 3.305 -0.639 -4.021 0.0166 -0.0406 0.0062
H 1.555 -0.161 -5.034 -0.0705 0.0379 -0.0418
H 0.226 0.798 -4.414 -0.0460 -0.0282 0.0517
H 0.580 -2.202 -3.882 -0.0028 0.0213 0.0267
H -0.503 -1.433 -5.034 0.0469 -0.0293 -0.0329
H -0.774 -1.183 -3.334 0.0813 -0.0065 -0.2057
H 2.480 1.787 -4.345 -0.0544 0.0119 -0.0340
H 3.034 1.934 -2.699 0.0228 0.0190 0.0225
H 0.448 2.927 -3.910 0.0013 -0.0112 -0.0034
H 1.356 3.584 -2.564 -0.0182 -0.0167 0.0757
H -4.954 3.735 -1.842 -0.0009 0.0058 -0.0034
F 2.686 1.363 0.865 -0.0081 -0.1619 0.0292
C 2.033 1.877 -0.233 -0.1275 0.0101 -0.1359
F 1.399 3.006 0.202 0.0189 -0.0224 -0.0080
H 2.813 2.209 -0.913 0.1005 0.0336 0.0214
N 2.675 -1.471 1.116 0.0127 0.0307 -0.0586
C 1.798 -2.174 0.389 -0.0101 -0.0219 0.0629
C 1.798 -3.588 0.490 -0.0022 0.0006 0.0114
C 0.868 -4.325 -0.175 0.0073 0.0147 -0.0071
C -0.104 -3.668 -0.956 -0.0080 -0.0027 0.0221
C -0.035 -2.318 -1.039 -0.0740 0.0545 0.0062
N 0.921 -1.546 -0.432 0.0956 -0.0854 -0.1555
H 3.232 -1.957 1.799 -0.0043 0.0024 0.0115
H 2.598 -0.474 1.235 -0.0036 0.0338 -0.0164
H 2.532 -4.054 1.132 -0.0037 -0.0018 0.0015
H 0.863 -5.403 -0.083 -0.0032 -0.0024 0.0045
H -0.890 -4.206 -1.464 0.0041 -0.0093 -0.0008
H -0.776 -1.776 -1.616 0.0699 -0.0593 0.1383
O -0.436 -0.071 8.649 0.0046 -0.0034 0.0019
S 0.034 -1.021 7.667 -0.0054 -0.0137 -0.0088
O 1.101 -0.549 6.804 0.0139 -0.0063 0.0106
O 0.160 -2.393 8.104 0.0171 -0.0023 0.0015
C -1.384 -1.114 6.523 -0.0606 -0.0036 -0.0284
N -2.510 -1.739 6.898 0.0388 0.0098 0.0275
C -3.475 -1.837 6.005 -0.0352 -0.0039 -0.0582
C -3.362 -1.349 4.700 -0.0004 0.0156 0.0853
C -2.178 -0.691 4.432 -0.0106 -0.0526 -0.0497
N -1.215 -0.555 5.335 0.0523 -0.0194 0.0022
C -1.769 -0.151 3.119 -0.0065 0.0556 0.0026
C -2.319 -0.542 1.897 0.0183 -0.0809 -0.0223
C -1.694 -0.176 0.734 0.0122 0.0813 -0.0749
N -0.588 0.608 0.686 0.0706 0.0508 0.0928
C -0.143 1.093 1.877 0.0247 -0.0738 -0.0432
C -0.681 0.724 3.080 -0.0636 0.0113 0.0345
H -4.384 -2.337 6.323 0.0049 0.0038 0.0169
H -4.162 -1.473 3.983 0.0080 0.0154 -0.0141
H -3.174 -1.201 1.848 -0.0114 0.0142 0.0039
H -2.062 -0.551 -0.209 -0.0322 0.0258 -0.0592
H 0.696 1.762 1.856 0.0178 0.0535 -0.0304
H -0.238 1.048 4.013 0.0104 0.0221 -0.0124
```
Forces are in eV/Å.

As for the total charge: +1. For the largest force on an atom, the calculation gives 0.635 eV/A. The spin multiplicity is 2. The relative energy (zero: lowest compared OMol25 entry of this formula, charge and spin) is 10.5 kcal/mol. As for the total energy: -2729.99459 a.u. The highest occupied orbital energy (alpha / beta) is -9.0 / -9.0 eV.

Here are the Mulliken charges for atoms 1 to 4, given in e:
1 Re 0.90
2 C -1.34
3 C -0.50
4 N -0.29